# 1
Molecular formula: C31H24ClFN9NiO
Method: DFT, wB97M-V/def2-TZVPD

Cartesian coordinates (Å):
Ni  0.103  -0.229  0.017
C  3.876  -0.774  3.811
N  2.627  -0.974  3.091
C  1.947  -0.107  2.355
N  0.970  -0.739  1.716
C  1.104  -2.032  2.137
N  2.101  -2.211  2.963
C  5.092  -1.062  2.959
C  6.169  -1.729  3.528
C  7.329  -1.944  2.796
C  7.423  -1.495  1.491
C  6.342  -0.834  0.913
C  5.179  -0.624  1.645
C  6.496  -0.305  -0.444
N  7.596  0.025  -1.020
N  7.253  0.523  -2.272
C  5.974  0.453  -2.356
O  5.406  -0.069  -1.230
C  5.132  0.898  -3.470
C  5.624  1.891  -4.312
C  4.856  2.327  -5.377
C  3.602  1.777  -5.604
C  3.114  0.774  -4.777
C  1.774  0.147  -5.091
N  1.127  -0.375  -3.896
C  0.555  0.298  -2.905
N  0.308  -0.528  -1.900
C  0.771  -1.731  -2.351
N  1.277  -1.673  -3.555
C  3.882  0.335  -3.705
H  3.850  -1.434  4.674
H  3.882  0.257  4.170
H  2.178  0.944  2.301
H  0.446  -2.824  1.824
H  6.104  -2.085  4.548
H  8.161  -2.467  3.247
H  8.323  -1.646  0.912
H  4.352  -0.098  1.181
H  6.603  2.310  -4.122
H  5.230  3.102  -6.032
H  3.004  2.128  -6.437
H  1.878  -0.702  -5.766
H  1.108  0.872  -5.558
H  0.349  1.355  -2.931
H  0.722  -2.640  -1.777
H  3.531  -0.471  -3.070
F  -4.900  -3.361  0.979
C  -3.744  -2.721  0.737
C  -3.189  -1.942  1.731
C  -1.985  -1.300  1.471
C  -1.342  -1.409  0.231
C  -1.955  -2.194  -0.746
C  -3.150  -2.860  -0.500
H  -3.691  -1.850  2.684
H  -1.554  -0.698  2.261
H  -1.530  -2.291  -1.734
H  -3.624  -3.471  -1.256
Cl  0.699  5.211  0.997
C  1.424  3.794  0.350
C  2.696  3.824  -0.199
C  3.220  2.648  -0.708
C  2.464  1.490  -0.648
N  1.241  1.468  -0.109
C  0.723  2.599  0.377
H  3.256  4.749  -0.226
H  4.206  2.627  -1.151
H  2.839  0.554  -1.044
H  -0.272  2.552  0.800

The orbital gap (spin up / spin down) is 8.03 / 8.03 eV. Its net charge is +1. The value obtained for the energy above the lowest of the compared OMol25 structures with the same formula, charge and spin is 0.00 kJ/mol.

=====

# 2
Molecular formula: C31H24F15N3O4Zr
Method: DFT, wB97M-V/def2-TZVPD

Cartesian coordinates (Å):
Zr  -0.055  0.316  0.091
C  1.950  -0.990  -3.018
C  2.954  -1.152  -1.911
C  3.913  -2.152  -1.988
C  4.912  -2.256  -1.032
C  5.004  -1.304  -0.035
C  4.081  -0.262  0.056
C  4.373  0.874  0.996
C  3.004  -0.254  -0.834
N  1.964  0.744  -0.748
C  2.287  1.915  -1.364
O  3.371  2.247  -1.803
C  1.093  2.809  -1.532
C  1.130  4.075  -2.077
C  -0.072  4.757  -2.227
C  -1.266  4.150  -1.862
C  -1.210  2.878  -1.328
N  -0.052  2.250  -1.154
C  -2.421  2.050  -0.996
O  -3.533  2.499  -1.191
N  -2.090  0.809  -0.543
C  -3.200  -0.111  -0.493
C  -3.463  -0.872  -1.632
C  -2.591  -0.764  -2.851
C  -4.565  -1.718  -1.624
C  -5.376  -1.813  -0.506
C  -5.103  -1.044  0.614
C  -4.021  -0.171  0.635
C  -3.778  0.721  1.815
H  2.035  -1.812  -3.729
H  2.134  -0.059  -3.562
H  0.923  -0.973  -2.660
H  3.875  -2.854  -2.813
H  5.643  -3.052  -1.096
H  5.829  -1.333  0.668
H  4.606  0.518  2.000
H  3.553  1.580  1.065
H  5.243  1.416  0.622
H  2.084  4.485  -2.377
H  -0.078  5.754  -2.648
H  -2.232  4.619  -1.987
H  -2.684  0.223  -3.313
H  -2.877  -1.510  -3.592
H  -1.537  -0.921  -2.616
H  -4.777  -2.319  -2.501
H  -6.226  -2.484  -0.508
H  -5.744  -1.104  1.485
H  -4.444  0.463  2.637
H  -3.959  1.765  1.545
H  -2.754  0.650  2.172
F  1.523  2.909  1.789
C  0.472  2.948  2.634
F  0.763  3.785  3.624
F  -0.553  3.453  1.942
C  0.156  1.505  3.109
O  -0.363  0.806  2.054
C  -0.876  1.530  4.275
F  -1.420  0.333  4.442
F  -0.298  1.902  5.421
F  -1.858  2.397  4.012
C  1.464  0.797  3.591
F  2.080  0.269  2.525
F  2.315  1.631  4.185
F  1.199  -0.200  4.431
C  1.395  -3.489  -0.066
C  0.004  -2.869  -0.041
O  0.013  -1.570  -0.551
C  -0.495  -2.759  1.411
F  -1.571  -1.956  1.502
F  0.463  -2.178  2.162
F  -0.796  -3.931  1.962
C  -0.954  -3.720  -0.897
F  -0.830  -5.025  -0.613
F  -0.661  -3.559  -2.193
F  -2.231  -3.388  -0.719
H  2.111  -2.796  0.370
H  1.688  -3.680  -1.096
H  1.411  -4.428  0.487

The orbital gap is 7.86 eV. The value obtained for the energy above the lowest of the compared OMol25 structures with the same formula, charge and spin is 0.00 kJ/mol.

=====

# 3
Molecular formula: C31H24N4O6RuS
Method: DFT, wB97M-V/def2-TZVPD

Cartesian coordinates (Å):
Ru  -1.016  0.238  0.461
O  -2.521  -2.819  2.344
C  -1.748  -2.048  1.861
N  -2.130  -1.137  0.831
C  -3.532  -1.097  0.429
C  -3.722  0.097  -0.470
C  -4.894  0.347  -1.160
C  -4.969  1.472  -1.964
C  -3.873  2.319  -2.061
C  -2.734  2.011  -1.350
N  -2.665  0.924  -0.573
C  -0.313  -1.885  2.254
C  0.281  -2.722  3.170
C  1.631  -2.532  3.450
C  2.321  -1.534  2.787
C  1.645  -0.730  1.879
N  0.348  -0.890  1.632
H  -4.160  -1.023  1.322
H  -3.803  -2.031  -0.068
H  -5.731  -0.331  -1.065
H  -5.876  1.688  -2.512
H  -3.900  3.205  -2.678
H  -1.850  2.635  -1.377
H  -0.307  -3.498  3.639
H  2.134  -3.165  4.169
H  3.375  -1.370  2.961
H  2.156  0.052  1.333
O  0.282  1.912  0.252
C  0.825  2.529  1.186
C  0.453  2.398  2.560
C  1.255  2.980  3.555
C  0.859  2.872  4.858
C  -0.345  2.263  5.215
C  -1.157  1.716  4.247
C  -0.750  1.741  2.910
O  -1.566  1.243  1.990
N  1.732  3.419  5.917
O  2.774  3.922  5.559
O  1.347  3.303  7.057
H  1.624  3.230  0.921
H  2.170  3.503  3.308
H  -0.627  2.240  6.259
H  -2.106  1.264  4.500
O  -0.282  -0.165  -1.348
S  1.021  0.251  -2.089
C  0.598  0.022  -3.781
C  0.968  1.042  -4.646
C  0.720  0.883  -6.004
C  0.101  -0.270  -6.460
C  -0.276  -1.278  -5.574
C  -0.023  -1.142  -4.223
C  2.140  -1.104  -1.806
C  3.467  -0.914  -2.169
C  4.365  -1.951  -1.975
C  3.934  -3.151  -1.420
C  2.604  -3.322  -1.060
C  1.692  -2.293  -1.252
H  1.439  1.943  -4.272
H  1.003  1.661  -6.698
H  -0.093  -0.390  -7.517
H  -0.758  -2.172  -5.945
H  -0.299  -1.920  -3.523
H  3.796  0.021  -2.607
H  5.400  -1.824  -2.258
H  4.640  -3.957  -1.272
H  2.272  -4.264  -0.645
H  0.649  -2.417  -0.994

The orbital gap is 6.63 eV. Its net charge is +2. The value obtained for the energy above the lowest of the compared OMol25 structures with the same formula, charge and spin is 0.00 kJ/mol.